{"formula": "C16H50N4O7", "method": "ωB97M-V with the def2-TZVPD basis set", "lumo_ev": -0.1, "total_energy_ha": -1385.2063, "e_above_lowest_kj_mol": 90.0, "smiles": "COC[C@H](C)N.COC[C@H](C)N.COC[C@H](C)N.COC[C@H](C)N.O.O.O", "total_charge": 0, "homo_lumo_gap_ev": 9.0, "elements": ["C", "O", "C", "C", "C", "N", "H", "H", "H", "H", "H", "H", "H", "H", "H", "H", "H", "C", "O", "C", "C", "C", "N", "H", "H", "H", "H", "H", "H", "H", "H", "H", "H", "H", "C", "O", "C", "C", "C", "N", "H", "H", "H", "H", "H", "H", "H", "H", "H", "H", "H", "C", "O", "C", "C", "C", "N", "H", "H", "H", "H", "H", "H", "H", "H", "H", "H", "H", "O", "H", "H", "O", "H", "H", "O", "H", "H"], "positions_angstrom": [[-5.811, -1.107, -1.910], [-5.015, 0.002, -1.661], [-5.228, 0.523, -0.336], [-4.299, 1.756, -0.144], [-2.816, 1.339, -0.353], [-4.380, 2.352, 1.183], [-5.571, -1.857, -1.134], [-5.523, -1.531, -2.860], [-6.900, -0.921, -1.899], [-6.283, 0.683, -0.224], [-4.970, -0.237, 0.406], [-4.550, 2.564, -0.831], [-2.367, 0.708, 0.457], [-2.156, 2.213, -0.461], [-2.788, 0.767, -1.274], [-5.279, 2.307, 1.623], [-3.643, 1.872, 1.723], [-2.251, -2.229, -2.866], [-1.320, -3.106, -2.284], [-1.402, -3.054, -0.876], [-0.445, -2.033, -0.186], [1.007, -2.332, -0.446], [-0.629, -2.188, 1.255], [-2.304, -1.243, -2.397], [-3.215, -2.784, -2.946], [-1.970, -2.145, -3.923], [-2.450, -2.788, -0.655], [-1.082, -4.014, -0.422], [-0.624, -1.007, -0.548], [1.415, -3.254, -0.069], [1.630, -1.520, 0.015], [1.134, -2.170, -1.518], [-1.618, -2.306, 1.460], [-0.365, -1.282, 1.676], [1.379, 3.449, -0.335], [1.191, 2.132, -0.871], [0.542, 2.192, -2.121], [0.333, 0.774, -2.768], [1.647, 0.144, -3.225], [-0.452, 1.052, -3.956], [2.076, 4.040, -0.914], [1.855, 3.314, 0.630], [0.460, 4.034, -0.099], [-0.456, 2.647, -1.997], [1.102, 2.773, -2.820], [-0.145, 0.096, -2.048], [2.118, 0.737, -3.997], [1.503, -0.912, -3.519], [2.257, 0.177, -2.340], [-1.445, 1.126, -3.809], [-0.292, 0.263, -4.597], [2.173, -2.183, 3.171], [3.542, -2.071, 2.817], [3.843, -0.818, 2.262], [5.347, -0.738, 2.006], [5.771, 0.701, 1.612], [5.754, -1.795, 0.949], [1.594, -1.527, 2.480], [1.981, -1.740, 4.141], [1.911, -3.228, 3.125], [3.280, -0.720, 1.358], [3.540, -0.089, 2.970], [5.862, -1.042, 2.932], [5.408, 1.495, 2.281], [5.529, 0.837, 0.580], [6.858, 0.781, 1.755], [5.421, -1.519, 0.051], [5.263, -2.582, 1.328], [2.298, 2.599, 3.386], [2.792, 2.792, 4.183], [1.438, 3.078, 3.474], [-1.691, 1.491, 3.120], [-0.941, 1.263, 2.571], [-1.326, 1.953, 3.881], [0.595, 0.805, 1.713], [1.361, 1.098, 2.247], [0.791, 1.141, 0.817]], "atomic_forces_ev_per_a": [[0.0, -0.9, 0.7], [0.1, 1.0, 0.4], [1.3, 0.0, -0.9], [0.2, -0.3, 0.5], [-0.1, 0.0, -0.1], [1.4, -0.6, 0.2], [-0.4, -0.1, -0.2], [0.0, 0.0, -0.4], [0.3, 0.2, 0.0], [-0.7, 0.7, 0.2], [0.3, -0.2, 0.1], [-0.1, -0.4, -0.5], [-0.8, 0.4, -0.4], [-0.3, -0.1, 0.1], [0.3, -0.1, -0.2], [-0.3, -0.2, 0.2], [-1.0, 0.6, 0.4], [-0.4, -1.1, -1.5], [0.7, 0.2, 0.5], [0.6, 0.4, 0.6], [-0.2, -0.9, 0.1], [0.8, 2.0, -0.8], [-0.7, 1.1, 0.4], [-0.2, -0.2, 0.0], [0.1, 0.8, 0.6], [0.2, 0.4, 0.2], [0.2, -0.3, 0.6], [-0.6, 0.2, -0.5], [-0.3, -0.2, 0.1], [-0.3, -0.6, -0.1], [-0.5, -0.6, -0.2], [0.5, -0.6, -0.1], [0.0, 0.1, 0.1], [-0.1, -0.7, 0.0], [0.0, -0.3, 1.0], [-0.1, 0.8, 0.5], [-1.1, -1.6, -0.1], [0.3, 1.2, 0.1], [-0.6, -0.1, 0.9], [0.2, -0.9, -0.9], [0.0, 0.1, -0.5], [0.2, -0.2, 0.2], [0.2, -0.6, -0.7], [0.2, 0.0, -0.1], [0.5, 0.6, -0.5], [0.0, 0.2, -0.1], [0.0, 0.0, -0.3], [0.1, 0.5, 0.0], [0.7, -0.3, 0.3], [-0.3, 0.0, 0.3], [-0.4, 0.6, 0.2], [0.1, 1.3, -0.9], [0.2, -0.8, 0.2], [1.0, -0.8, 0.3], [0.2, -0.3, -0.9], [1.0, -1.1, 1.2], [0.4, 2.0, 2.6], [0.1, -1.0, 0.2], [0.1, -0.2, 0.6], [-0.4, -0.1, 0.0], [-0.4, 0.4, -0.9], [-0.3, 1.3, 0.7], [-0.2, 0.1, -0.3], [-0.6, -0.4, -0.4], [-0.2, 0.6, -0.6], [-0.2, -0.2, -0.5], [-0.6, 0.0, -0.6], [-0.3, -0.9, -0.6], [-1.3, 0.4, -0.3], [0.1, 0.1, 0.2], [1.1, -0.5, 0.0], [-0.8, 0.3, 0.5], [0.7, -0.2, -0.4], [-0.1, -0.1, 0.0], [0.7, 0.3, 0.0], [-0.4, -0.2, -0.2], [-0.2, -0.1, 0.0]], "lowdin_charge": [-0.14, -0.21, -0.17, -0.40, -0.05, 0.03, 0.09, 0.08, 0.09, 0.11, 0.12, 0.13, 0.08, 0.08, 0.05, 0.06, 0.05, -0.12, -0.18, -0.19, -0.45, -0.05, 0.04, 0.07, 0.10, 0.09, 0.12, 0.14, 0.10, 0.08, 0.07, 0.06, 0.07, 0.05, -0.09, -0.21, -0.19, -0.43, -0.06, 0.04, 0.09, 0.07, 0.11, 0.11, 0.12, 0.10, 0.08, 0.09, 0.07, 0.07, 0.08, -0.09, -0.19, -0.24, -0.36, -0.06, 0.05, 0.05, 0.08, 0.09, 0.10, 0.10, 0.14, 0.07, 0.06, 0.08, 0.04, 0.04, -0.06, 0.05, 0.07, -0.06, -0.03, 0.03, -0.07, 0.03, 0.04]}

---

{"formula": "C16H50O9", "method": "ωB97M-V with the def2-TZVPD basis set", "lumo_ev": 0.2, "total_energy_ha": -1316.5426, "e_above_lowest_kj_mol": 466.5, "smiles": "CCO.CCO.CCO.CCO.CCO.CCO.CCO.CO.CO", "total_charge": 0, "homo_lumo_gap_ev": 10.2, "elements": ["C", "C", "O", "H", "H", "H", "H", "H", "H", "C", "C", "O", "H", "H", "H", "H", "H", "H", "C", "C", "O", "H", "H", "H", "H", "H", "H", "C", "C", "O", "H", "H", "H", "H", "H", "H", "C", "C", "O", "H", "H", "H", "H", "H", "H", "C", "C", "O", "H", "H", "H", "H", "H", "H", "C", "C", "O", "H", "H", "H", "H", "H", "H", "C", "O", "H", "H", "H", "H", "C", "O", "H", "H", "H", "H"], "positions_angstrom": [[12.726, 0.272, -21.657], [12.342, -1.184, -21.508], [11.050, -1.371, -22.121], [11.849, 0.878, -21.432], [12.796, 0.421, -22.734], [13.736, 0.578, -21.385], [12.463, -1.463, -20.461], [13.106, -1.731, -22.060], [11.240, -1.744, -22.985], [11.365, -3.231, -18.536], [10.267, -3.985, -19.087], [9.180, -3.072, -19.415], [12.157, -3.252, -19.284], [11.659, -3.775, -17.638], [11.070, -2.213, -18.283], [9.902, -4.737, -18.387], [10.358, -4.644, -19.951], [9.265, -2.864, -20.348], [10.557, 6.353, -20.614], [10.324, 4.967, -19.982], [11.594, 4.652, -19.448], [10.984, 6.126, -21.591], [11.111, 7.145, -20.110], [9.537, 6.671, -20.831], [9.978, 4.264, -20.740], [9.518, 4.998, -19.248], [12.230, 4.838, -20.142], [12.161, 3.111, -23.489], [13.063, 2.673, -24.619], [13.656, 3.792, -25.144], [11.538, 3.974, -23.725], [12.838, 3.288, -22.653], [11.447, 2.365, -23.141], [12.550, 2.134, -25.416], [13.790, 1.979, -24.197], [14.149, 4.170, -24.412], [4.887, 2.666, -20.731], [3.520, 2.004, -20.374], [2.800, 2.611, -19.269], [4.898, 3.638, -21.224], [5.375, 1.974, -21.416], [5.533, 2.711, -19.854], [3.861, 1.009, -20.090], [2.941, 1.984, -21.298], [3.377, 2.574, -18.503], [4.956, -1.136, -17.593], [6.358, -1.009, -18.272], [6.652, 0.404, -18.533], [5.201, -0.808, -16.583], [4.469, -2.110, -17.546], [4.287, -0.384, -18.013], [6.318, -1.387, -19.294], [7.168, -1.365, -17.635], [7.447, 0.511, -19.060], [4.355, -1.828, -21.914], [5.547, -1.453, -22.662], [6.704, -2.167, -22.201], [4.091, -2.882, -21.827], [3.420, -1.366, -22.228], [4.469, -1.548, -20.866], [5.544, -0.365, -22.586], [5.403, -1.710, -23.712], [7.184, -1.450, -21.780], [8.220, 0.051, -24.988], [7.643, 0.977, -25.792], [9.038, 0.466, -24.399], [7.461, -0.372, -24.329], [8.697, -0.694, -25.625], [6.835, 0.610, -26.159], [8.334, 1.328, -21.692], [8.404, -0.035, -21.453], [7.758, 1.316, -22.617], [7.899, 1.948, -20.908], [9.368, 1.618, -21.878], [9.263, -0.395, -21.220]], "atomic_forces_ev_per_a": [[-0.5, 0.1, -1.9], [1.2, 0.7, -0.3], [0.6, -0.3, 1.0], [0.5, 0.4, 0.9], [-0.1, 0.0, -0.4], [-0.4, 0.0, 1.1], [-1.0, -0.4, -0.1], [-0.1, -0.5, 0.0], [-0.3, 0.0, -0.1], [2.1, -0.1, 0.3], [-3.8, -0.9, -1.0], [0.0, -0.5, 0.2], [0.5, 0.4, 0.4], [0.7, 0.4, 0.1], [0.0, -0.2, 0.0], [-0.5, 0.4, 0.5], [1.1, 0.4, -0.4], [-0.1, 0.0, -0.1], [-2.1, -0.9, -1.3], [1.1, 1.9, -0.1], [-0.1, -1.4, 0.9], [0.4, 0.5, -0.1], [-0.1, -0.6, 0.4], [0.0, 0.8, -0.3], [0.2, -0.1, -0.3], [0.6, -0.1, 0.6], [0.1, 0.0, 0.0], [-0.6, -0.5, 0.6], [-1.2, -1.1, 0.5], [1.1, 1.0, -0.8], [0.4, 0.2, -0.2], [-0.3, 0.5, 0.3], [0.2, -0.3, -0.1], [-0.1, 0.2, -0.1], [0.3, -0.2, -0.1], [0.2, 0.4, -0.2], [-0.3, -0.2, 0.2], [1.6, 0.9, 0.5], [0.2, -0.3, -1.4], [-0.5, 0.1, 0.1], [0.1, -0.1, -0.1], [0.0, 0.0, 0.1], [-0.6, -0.4, -0.1], [-0.6, 0.0, 0.5], [0.1, 0.0, 0.0], [1.7, 1.2, 0.4], [-0.6, 0.9, -1.3], [-1.0, 0.3, 1.0], [-0.6, -0.1, 0.3], [0.4, 0.0, -0.3], [-0.1, -0.2, -0.2], [0.4, -1.1, 0.3], [-0.2, -0.6, -0.3], [0.1, -0.6, -0.1], [-2.1, -0.9, 2.0], [0.0, -0.8, -1.2], [-0.7, 1.1, -0.2], [0.5, -0.3, -0.5], [0.2, 0.4, -0.4], [0.1, 0.3, 0.2], [1.0, 0.2, -0.1], [0.1, 0.1, -0.3], [0.9, 0.0, 0.3], [0.8, -1.6, 0.7], [-1.0, 2.3, -1.3], [-0.2, 0.4, 0.1], [0.4, -0.5, 0.3], [0.0, -0.7, 0.3], [0.0, 0.1, 0.0], [1.0, 0.0, -1.1], [-0.9, -2.1, 1.4], [-0.1, 1.2, 0.0], [-0.2, -0.2, 0.1], [-0.1, 0.9, -0.3], [0.3, 0.4, -0.1]], "lowdin_charge": [-0.09, -0.29, -0.07, 0.07, 0.05, 0.09, 0.09, 0.11, 0.09, -0.10, -0.32, -0.09, 0.06, 0.08, 0.09, 0.11, 0.12, 0.06, -0.09, -0.31, -0.09, 0.06, 0.08, 0.07, 0.09, 0.11, 0.07, -0.09, -0.37, -0.05, 0.08, 0.07, 0.04, 0.12, 0.10, 0.09, -0.09, -0.27, -0.08, 0.07, 0.04, 0.06, 0.08, 0.11, 0.07, -0.06, -0.25, -0.12, 0.07, 0.07, 0.05, 0.09, 0.11, 0.05, -0.11, -0.35, -0.07, 0.08, 0.08, 0.06, 0.10, 0.11, 0.02, -0.20, -0.09, 0.07, 0.07, 0.08, 0.09, -0.14, -0.14, 0.08, 0.07, 0.07, 0.06]}